A structure of composition C3H14N2O. Source: the OMol25 dataset; level of theory: ωB97M-V/def2-TZVPD.

Computed properties:
HOMO level: -20.04 eV
E: -8348.5651 eV
Gap between HOMO and LUMO: 0.45139 hartree
Net charge: +2
Relative energy (zero: lowest compared OMol25 entry of this formula, charge and spin): 1.094 eV

```
20
Properties=species:S:1:pos:R:3:nbo_charge:R:1
C -0.2813 -0.6055 -1.6085 -0.21
C -0.1070 0.8870 -1.1098 -0.49
C 0.0441 0.8866 0.3898 -0.09
N 0.1126 2.7302 0.6481 -0.77
N 0.4288 -1.5885 -0.6810 -0.71
H -1.3324 -0.8601 -1.6906 0.25
H 0.2459 -0.6972 -2.5535 0.25
H 0.7692 1.2835 -1.6222 0.25
H -1.0057 1.4052 -1.4391 0.27
H 0.9985 0.7653 0.8900 0.25
H -0.8977 0.7849 0.9190 0.25
H 0.0045 3.0324 1.6189 0.44
H -0.6713 3.1824 0.1690 0.43
H 0.9441 3.2002 0.2871 0.44
H 0.4278 -2.4908 -1.1652 0.46
H 1.3978 -1.3356 -0.5082 0.43
H -0.0668 -1.7600 0.2460 0.48
H 0.3002 -1.9663 2.6071 0.52
H -0.6617 -2.9598 2.0119 0.52
O -0.2758 -2.0869 1.8384 -0.97
```